No. 1
C53H38F4N2O15P2 | the ωB97M-V functional and the def2-TZVPD basis

total energy	-4361.7436	a.u.
spin multiplicity	1
LUMO energy	-2.05	eV
structure (SMILES)	Cc1nc2cc(C(F)(F)F)c(PP(=O)(O)O)c(Cc3ccccc3)c2nc1F.O=C1C=CC(=O)C=C1.O=C1C=CC(=O)C=C1.O=C1C=CC(=O)C=C1.O=C1C=CC(=O)C=C1.O=C1C=CC(=O)C=C1.O=C1C=CC(=O)C=C1
HOMO level	-8.3	eV

Element x y z (Å)
C 5.37 -1.65 0.28
C 4.22 -0.66 0.96
N 4.14 0.74 0.43
C 3.10 1.58 1.14
C 2.96 3.16 0.65
C 1.88 4.20 1.32
C 1.83 5.74 0.74
F 0.45 6.20 0.37
F 2.50 6.73 1.66
F 2.61 5.83 -0.55
C 0.92 3.61 2.52
P -0.37 4.72 3.43
P 0.80 5.61 5.09
O 2.27 5.82 4.50
O 0.17 7.16 5.61
O 0.97 4.47 6.41
C 1.05 2.01 2.99
C 0.00 1.50 4.19
C -1.47 1.10 3.49
C -1.53 -0.13 2.36
C -2.95 -0.54 1.59
C -4.40 0.24 1.91
C -4.32 1.44 3.06
C -2.88 1.86 3.82
C 2.15 0.96 2.31
N 2.17 -0.43 2.86
C 3.25 -1.20 2.15
F 3.46 -2.63 2.59
H 5.22 -1.75 -0.89
H 5.44 -2.69 0.83
H 6.40 -1.06 0.41
H 3.70 3.54 -0.21
H -0.83 5.81 2.57
H 0.77 7.46 6.38
H 1.38 3.63 6.01
H -0.13 2.30 5.05
H 0.41 0.52 4.74
H -0.59 -0.75 2.05
H -3.01 -1.38 0.78
H -5.39 -0.06 1.34
H -5.32 1.99 3.32
H -2.95 2.73 4.63
O 5.46 4.17 0.37
C 6.59 3.72 0.21
C 7.72 4.62 -0.12
C 8.95 4.13 -0.30
C 9.24 2.69 -0.18
O 10.37 2.25 -0.34
C 8.11 1.80 0.15
C 6.88 2.28 0.33
H 7.50 5.67 -0.21
H 9.79 4.77 -0.55
H 8.33 0.74 0.24
H 6.04 1.64 0.58
O -6.25 -4.47 5.78
C -5.53 -3.48 5.87
C -4.86 -2.91 4.69
C -4.07 -1.83 4.79
C -3.84 -1.17 6.09
O -3.12 -0.19 6.18
C -4.51 -1.74 7.27
C -5.30 -2.82 7.17
H -5.04 -3.40 3.74
H -3.57 -1.40 3.93
H -4.33 -1.25 8.22
H -5.80 -3.25 8.03
O 6.62 -4.91 -6.71
C 6.68 -4.19 -5.72
C 7.73 -3.17 -5.59
C 7.80 -2.38 -4.50
C 6.82 -2.51 -3.40
O 6.88 -1.79 -2.41
C 5.77 -3.54 -3.54
C 5.71 -4.32 -4.62
H 8.44 -3.08 -6.40
H 8.56 -1.62 -4.39
H 5.06 -3.63 -2.73
H 4.94 -5.08 -4.74
O -9.71 0.60 -3.88
C -8.90 0.25 -3.04
C -8.88 0.86 -1.69
C -7.99 0.47 -0.77
C -7.00 -0.58 -1.06
O -6.19 -0.94 -0.21
C -7.02 -1.19 -2.40
C -7.91 -0.81 -3.32
H -9.61 1.63 -1.50
H -7.96 0.91 0.22
H -6.28 -1.96 -2.60
H -7.94 -1.24 -4.31
O 6.18 -6.97 -2.84
C 6.92 -7.64 -3.54
C 6.82 -7.60 -5.02
C 7.63 -8.34 -5.79
C 8.66 -9.22 -5.20
O 9.40 -9.89 -5.90
C 8.75 -9.26 -3.73
C 7.95 -8.53 -2.96
H 6.07 -6.95 -5.43
H 7.57 -8.32 -6.87
H 9.51 -9.92 -3.31
H 8.00 -8.55 -1.87
O -14.37 4.53 -5.59
C -13.56 4.18 -4.74
C -13.54 4.79 -3.40
C -12.65 4.40 -2.48
C -11.66 3.35 -2.76
O -10.85 2.99 -1.92
C -11.68 2.74 -4.11
C -12.57 3.12 -5.03
H -14.28 5.56 -3.21
H -12.62 4.84 -1.49
H -10.95 1.97 -4.30
H -12.60 2.69 -6.02



No. 2
C53H39Br2F4GeI2InN3OPS | the ωB97M-V functional and the def2-TZVPD basis

total energy	-11431.5537	a.u.
spin multiplicity	1
total charge	+2
LUMO energy	-4.93	eV
HOMO level	-12.3	eV

Element x y z (Å)
In 1.33 -2.07 0.67
I -3.68 -2.29 0.01
C -2.54 -3.51 1.32
C -3.01 -4.69 1.88
C -2.14 -5.56 2.55
I -2.93 -7.30 3.46
C -0.77 -5.22 2.67
C 0.21 -5.99 3.34
C 1.48 -5.64 3.45
C 1.86 -4.45 2.77
N 1.02 -3.62 2.15
C -0.30 -3.98 2.15
C -1.22 -3.10 1.43
O -0.77 -1.97 0.91
H -4.08 -4.93 1.89
H -0.17 -6.86 3.81
H 2.21 -6.29 3.91
H 2.89 -4.10 2.72
Br 3.99 -3.05 0.37
C 3.86 -2.99 -1.55
C 5.00 -3.12 -2.24
C 4.94 -2.89 -3.66
C 3.78 -2.59 -4.31
C 2.55 -2.39 -3.58
C 1.40 -1.91 -4.18
C 0.22 -1.89 -3.48
C 0.24 -2.21 -2.10
C 1.42 -2.47 -1.40
C 2.60 -2.60 -2.17
H 5.94 -3.33 -1.73
H 5.81 -3.16 -4.28
H 3.77 -2.43 -5.36
H 1.40 -1.65 -5.24
H -0.69 -1.57 -3.94
H -0.67 -2.16 -1.48
F -1.36 4.21 3.45
C -0.48 3.33 3.11
C 0.40 3.68 2.11
F 0.37 4.81 1.47
C 1.42 2.75 1.77
F 2.35 3.17 0.95
C 1.36 1.43 2.14
P 2.50 0.09 1.55
C 3.84 -0.01 2.72
C 4.72 1.03 3.01
C 5.68 0.87 4.01
C 5.74 -0.28 4.75
C 4.78 -1.33 4.53
C 3.89 -1.18 3.52
C 3.15 0.58 -0.14
C 2.26 0.51 -1.26
C 2.77 0.57 -2.55
C 4.14 0.50 -2.80
C 4.97 0.52 -1.73
C 4.52 0.56 -0.39
C 0.42 1.07 3.13
Br 0.33 -0.66 3.86
C -0.45 2.01 3.61
F -1.29 1.71 4.62
H 4.69 1.96 2.46
H 6.39 1.63 4.29
H 6.55 -0.38 5.44
H 4.78 -2.21 5.15
H 3.17 -1.96 3.34
H 1.19 0.39 -1.11
H 2.12 0.60 -3.36
H 4.45 0.38 -3.84
H 6.04 0.46 -1.97
H 5.27 0.61 0.37
C -3.22 3.89 1.08
N -3.07 2.50 1.44
C -3.65 1.92 2.67
C -3.21 0.45 2.62
N -2.14 0.51 1.67
C -2.17 1.61 0.98
S -1.02 1.80 -0.34
H -4.17 4.27 1.42
H -3.33 3.77 -0.04
H -2.42 4.52 1.49
H -4.70 2.10 2.62
H -3.33 2.57 3.56
H -4.05 -0.20 2.21
H -2.83 0.05 3.55
H -1.59 -0.30 1.39
Ge -2.05 2.29 -2.38
C -3.46 1.01 -2.55
C -3.43 0.02 -3.58
C -4.55 -0.81 -3.66
C -5.59 -0.76 -2.81
C -5.61 0.22 -1.83
C -4.55 1.07 -1.71
C -2.75 4.05 -2.81
C -4.11 4.16 -3.15
C -4.58 5.32 -3.73
C -3.69 6.37 -4.02
C -2.42 6.30 -3.57
C -1.94 5.19 -2.87
H -0.75 1.85 -3.14
H -2.56 -0.08 -4.22
H -4.52 -1.64 -4.37
H -6.33 -1.55 -2.87
H -6.37 0.17 -1.03
H -4.63 1.80 -0.89
H -4.68 3.22 -3.09
H -5.57 5.34 -4.12
H -3.96 7.27 -4.55
H -1.73 7.12 -3.78
H -0.90 5.19 -2.55



- Which value of total energy does entry 2 give?
  -11431.5537 a.u.



- What is the formula in the second record?
  C53H39Br2F4GeI2InN3OPS



- What is the HOMO level in the first record?
  -8.3 eV